1.
This record from the Open Molecules 2025 dataset describes one molecule with the formula C2H4N6. The level of theory is ωB97M-V with the def2-TZVPD basis set.

SMILES: [H]/N=c1\nnc(N)n[nH]1
E in a.u.: -407.04789
ΔE to the lowest compared entry with this formula, charge and spin in kcal per mole: 43.31
E_HOMO in Eh: -0.3046
LUMO in eV: -0.80
Gap between HOMO and LUMO in eV: 7.49
Max |F| in eV Å⁻¹: 5.19

```
12
Properties=species:S:1:pos:R:3:mulliken_charge:R:1
N 0.123 -1.295 0.182 0.226
N 0.779 -0.640 -0.755 -0.763
N -0.489 1.279 -0.122 -0.220
N -1.255 -1.491 2.027 -0.683
N 0.948 1.455 -1.809 -0.457
N -1.003 0.571 0.772 -0.289
C -0.783 -0.803 1.065 0.557
C 0.367 0.611 -0.908 0.489
H 1.991 1.189 -1.993 0.270
H 0.646 -2.210 0.470 0.327
H -2.006 -1.054 2.660 0.274
H 0.682 2.389 -1.588 0.269
```

---

2.
This record from the Open Molecules 2025 dataset describes one molecule with the formula C2H4N6. The level of theory is ωB97M-V with the def2-TZVPD basis set.

SMILES: [H]/N=C/n1nnnc1N
E in a.u.: -407.03537
ΔE to the lowest compared entry with this formula, charge and spin in kcal per mole: 51.17
E_HOMO in Eh: -0.3541
LUMO in eV: -0.07
Gap between HOMO and LUMO in eV: 9.56
Max |F| in eV Å⁻¹: 4.67

```
12
Properties=species:S:1:pos:R:3:mulliken_charge:R:1
N 1.504 0.879 0.703 -0.350
N 1.662 -1.328 0.452 -0.367
N -0.275 -1.741 -0.749 -0.514
N -0.679 2.525 0.069 -0.502
N 2.228 -0.203 1.037 -0.320
N 0.365 0.473 0.148 0.492
C 0.537 -0.879 -0.041 0.389
C -0.797 1.221 -0.095 0.226
H -1.238 -1.731 -0.439 0.227
H -1.680 2.862 -0.118 0.279
H -1.953 0.594 -0.311 0.104
H 0.326 -2.670 -0.657 0.336
```

---

3.
This record from the Open Molecules 2025 dataset describes one molecule with the formula C2H4N6. The level of theory is ωB97M-V with the def2-TZVPD basis set.

SMILES: [H]/N=C/n1nn[nH]/c1=N\[H]
E in a.u.: -407.08019
ΔE to the lowest compared entry with this formula, charge and spin in kcal per mole: 23.04
E_HOMO in Eh: -0.3286
LUMO in eV: 0.89
Gap between HOMO and LUMO in eV: 9.84
Max |F| in eV Å⁻¹: 1.79

```
12
Properties=species:S:1:pos:R:3:mulliken_charge:R:1
N 2.044 -1.014 -0.010 -0.364
N 1.877 0.358 -0.007 0.035
N -0.041 -0.579 0.033 0.418
N 0.922 -1.553 -0.023 -0.441
N -2.279 -0.036 -0.002 -0.512
N -0.061 1.838 -0.032 -0.600
C -1.408 -0.937 -0.001 0.013
C 0.508 0.705 0.038 0.378
H -3.229 -0.418 -0.074 0.255
H 0.521 2.693 0.043 0.217
H -1.555 -2.033 0.033 0.379
H 2.703 0.976 0.003 0.220
```

---

4.
This record from the Open Molecules 2025 dataset describes one molecule with the formula C2H4N6O. The level of theory is ωB97M-V with the def2-TZVPD basis set.

SMILES: C=Nn1[nH]nn/c1=N/O
E in a.u.: -482.13960
ΔE to the lowest compared entry with this formula, charge and spin in kcal per mole: 119.56
E_HOMO in Eh: -0.3179
LUMO in eV: 0.25
Gap between HOMO and LUMO in eV: 8.90
Max |F| in eV Å⁻¹: 4.76

```
13
Properties=species:S:1:pos:R:3:mulliken_charge:R:1
O -2.169 -1.157 0.293 -0.371
N 1.012 1.959 -0.114 -0.391
N -1.666 0.120 0.723 -0.342
N 0.020 1.706 0.642 -0.253
N 0.458 -0.020 -0.631 0.643
N 1.104 -1.278 -0.712 -0.586
N 1.397 0.915 -0.844 -0.091
C 0.709 -2.052 0.289 -0.237
C -0.467 0.370 0.362 0.317
H -3.215 -0.970 0.564 0.395
H 1.710 1.216 -1.759 0.266
H 1.021 -3.030 0.167 0.388
H 0.106 -1.677 1.334 0.261
```

---

5.
This record from the Open Molecules 2025 dataset describes C2H4N6O3 as an isolated structure. The level of theory is ωB97M-V with the def2-TZVPD basis set.

E in a.u.: -632.59351
ΔE to the lowest compared entry with this formula, charge and spin in kcal per mole: 58.93
E_HOMO in Eh: -0.3290
LUMO in eV: 0.19
Gap between HOMO and LUMO in eV: 9.14
Max |F| in eV Å⁻¹: 5.50

```
15
Properties=species:S:1:pos:R:3:mulliken_charge:R:1
O 3.523 0.595 -0.064 -0.586
O 1.734 1.533 0.757 -0.579
O 1.645 -0.253 -0.533 -0.371
N -0.957 2.161 0.312 -0.437
N -2.107 0.206 0.287 -0.268
N -0.748 -1.361 0.069 0.848
N -2.012 -1.050 0.266 -0.717
N -0.062 -2.514 -0.265 -0.652
N 2.344 0.703 0.132 1.123
C -0.890 0.846 0.124 0.556
C -0.073 -0.190 -0.066 0.086
H -1.817 2.627 0.134 0.268
H 0.120 -2.617 -1.260 0.237
H -0.164 2.678 0.071 0.209
H -0.537 -3.365 0.038 0.281
```

---

6.
This record from the Open Molecules 2025 dataset describes an isolated ion of composition C2H4NO and charge +1. The level of theory is ωB97M-V with the def2-TZVPD basis set.

SMILES: CC=[N+]=O
Net charge: +1
E in a.u.: -208.16583
ΔE to the lowest compared entry with this formula, charge and spin in kcal per mole: 65.76
E_HOMO in Eh: -0.6515
LUMO in eV: -8.54
Gap between HOMO and LUMO in eV: 9.18
Max |F| in eV Å⁻¹: 9.07

```
8
Properties=species:S:1:pos:R:3:mulliken_charge:R:1
O 2.611 -0.332 -0.021 -0.149
N 1.463 0.161 -0.001 0.488
C 0.310 0.540 0.002 0.088
C -0.909 -0.327 0.009 -0.798
H 0.141 1.624 -0.010 0.391
H -0.877 -1.010 0.861 0.333
H -0.930 -0.936 -0.899 0.330
H -1.808 0.281 0.058 0.317
```

---

7.
This record from the Open Molecules 2025 dataset describes an isolated ion of composition C2H4NO2 and charge -1. The level of theory is ωB97M-V with the def2-TZVPD basis set.

SMILES: CNC(=O)[O-]
Net charge: -1
E in a.u.: -283.89837
ΔE to the lowest compared entry with this formula, charge and spin in kcal per mole: 7.93
E_HOMO in Eh: -0.1232
LUMO in eV: 4.45
Gap between HOMO and LUMO in eV: 7.80
Max |F| in eV Å⁻¹: 3.00

```
9
Properties=species:S:1:pos:R:3:mulliken_charge:R:1
O 2.404 0.147 0.234 -0.795
O 0.793 0.711 1.698 -0.703
N 0.277 -0.459 -0.244 -0.179
C -1.054 0.037 -0.346 -0.717
C 1.218 0.207 0.671 0.513
H 0.671 -1.147 -0.842 0.176
H -1.274 0.541 -1.312 0.208
H -1.298 0.787 0.404 0.266
H -1.737 -0.823 -0.262 0.231
```

---

8.
This record from the Open Molecules 2025 dataset describes a 2-piece molecular cluster, C2H4NO2 overall. The level of theory is ωB97M-V with the def2-TZVPD basis set.

Net charge: -1
E in a.u.: -283.78164
ΔE to the lowest compared entry with this formula, charge and spin in kcal per mole: 81.18
E_HOMO in Eh: -0.1235
LUMO in eV: 4.12
Gap between HOMO and LUMO in eV: 7.48
Max |F| in eV Å⁻¹: 4.57

```
9
Properties=species:S:1:pos:R:3:mulliken_charge:R:1
O 1.518 -1.282 -0.153 -0.688
O -1.499 0.926 -0.044 -0.616
N 1.062 0.650 1.188 -0.851
C 0.814 -0.394 0.434 0.042
C -0.786 0.218 -0.798 -0.065
H -0.137 0.658 -1.618 0.218
H -1.030 -0.820 -1.067 0.270
H 0.109 1.037 1.225 0.355
H -0.051 -0.993 0.834 0.335
```

---

9.
This record from the Open Molecules 2025 dataset describes a 2-piece molecular cluster, C2H4NO2 overall. The level of theory is ωB97M-V with the def2-TZVPD basis set.

Net charge: -1
E in a.u.: -283.72197
ΔE to the lowest compared entry with this formula, charge and spin in kcal per mole: 118.63
E_HOMO (alpha / beta) in Eh: -0.0757 / -0.0757
LUMO (alpha / beta) in eV: 2.17 / 2.17
Gap between HOMO and LUMO (alpha / beta) in eV: 4.23 / 4.23
Max |F| in eV Å⁻¹: 4.59

```
9
Properties=species:S:1:pos:R:3:mulliken_charge:R:1
O -0.165 -3.260 -1.467 -0.315
O -1.266 1.809 1.284 -0.763
N -0.103 -2.397 -0.538 0.048
C -0.336 1.152 0.714 0.122
C 0.761 1.602 -0.013 -0.847
H 1.512 0.814 -0.286 0.152
H -0.363 0.026 0.730 0.062
H -1.099 -2.337 -0.096 0.231
H 1.059 2.592 -0.328 0.312
```

---

10.
This record from the Open Molecules 2025 dataset describes an isolated ion of composition C2H4NO2 and charge -1. The level of theory is ωB97M-V with the def2-TZVPD basis set.

SMILES: CNC(=O)[O-]
Net charge: -1
E in a.u.: -283.90724
ΔE to the lowest compared entry with this formula, charge and spin in kcal per mole: 2.37
E_HOMO in Eh: -0.1393
LUMO in eV: 4.44
Gap between HOMO and LUMO in eV: 8.23
Max |F| in eV Å⁻¹: 1.91

```
9
Properties=species:S:1:pos:R:3:mulliken_charge:R:1
O -1.852 0.256 -1.512 -0.765
O 0.363 0.455 -1.843 -0.749
N -0.478 0.352 0.282 -0.367
C 0.779 -0.240 0.777 -0.700
C -0.664 0.328 -1.149 0.600
H 1.552 0.216 0.169 0.315
H 0.865 0.109 1.814 0.223
H -1.281 -0.145 0.636 0.229
H 0.717 -1.331 0.826 0.214
```

---

11.
This record from the Open Molecules 2025 dataset describes a 2-piece molecular cluster, C2H4NO2 overall. The level of theory is ωB97M-V with the def2-TZVPD basis set.

Net charge: -1
E in a.u.: -283.69326
ΔE to the lowest compared entry with this formula, charge and spin in kcal per mole: 136.65
E_HOMO in Eh: -0.1193
LUMO in eV: 3.99
Gap between HOMO and LUMO in eV: 7.23
Max |F| in eV Å⁻¹: 3.33

```
9
Properties=species:S:1:pos:R:3:mulliken_charge:R:1
O 0.746 -2.700 -0.084 -0.717
O -1.022 2.977 0.566 -0.794
N -0.438 1.807 0.528 0.558
C -0.469 0.661 -0.359 -0.569
C 0.386 0.873 0.915 -0.573
H -0.152 0.800 -1.540 0.136
H -1.304 -0.003 -0.183 0.241
H 0.498 -1.714 0.226 0.412
H 1.754 -2.701 -0.069 0.306
```

---

12.
This record from the Open Molecules 2025 dataset describes a 2-piece molecular cluster, C2H4NO2 overall. The level of theory is ωB97M-V with the def2-TZVPD basis set.

Net charge: -1
E in a.u.: -283.81850
ΔE to the lowest compared entry with this formula, charge and spin in kcal per mole: 58.05
E_HOMO in Eh: -0.1261
LUMO in eV: 4.29
Gap between HOMO and LUMO in eV: 7.72
Max |F| in eV Å⁻¹: 5.29

```
9
Properties=species:S:1:pos:R:3:mulliken_charge:R:1
O -1.486 -0.530 1.038 -0.715
O 2.401 0.177 -0.026 -0.418
N -0.954 1.056 -0.662 -0.717
C 1.440 -0.463 -0.193 -0.098
C -1.411 -0.140 -0.202 -0.042
H -2.179 -0.649 -0.909 0.311
H -0.639 1.511 0.220 0.239
H 1.005 -1.111 0.796 0.182
H 1.002 -0.703 -1.203 0.258
```